# C4H5N3O3

The molecule C4H5N3O3 (ωB97M-V/def2-TZVPD, the Open Molecules 2025 dataset).

Positions of all 15 atoms, in Å:
O -1.33390 -1.78386 -0.29265
N -1.45662 -0.64021 0.00367
O -2.42147 -0.00375 0.14044
C 0.14645 0.11285 0.09423
C -0.23862 1.62097 0.44843
O -0.87632 2.38917 -0.51991
N 0.57859 -0.24018 -1.20815
C 1.38971 -1.21971 -1.02922
C 1.43671 -1.57946 0.36040
N 0.79691 -0.69654 1.05485
H 0.77517 1.91607 0.87420
H -0.74694 1.60373 1.43242
H -1.77334 2.56658 -0.19155
H 1.78830 -1.59955 -1.86378
H 1.93537 -2.44613 0.69662

Properties
LUMO (spin up / spin down) ... -1.055 / -1.055 eV
Frontier orbital gap (spin up / spin down) ... 9.23 / 9.22 eV
Structure (SMILES) ... O=[N+]([O-])C1(CO)N=CC=N1

Mulliken population analysis, charges in e, atoms 1 to 4: atom 1 (O): -0.575, atom 2 (N): 0.886, atom 3 (O): -0.561, atom 4 (C): 1.411

# C59H46BF7N2O4PdS2Sb

A structure of composition C59H46BF7N2O4PdS2Sb (ωB97M-V/def2-TZVPD, the Open Molecules 2025 dataset).

Positions of all 123 atoms, in Å:
Pd 0.48552 -1.28085 -0.03000
C 7.74970 -3.45103 0.09657
C 6.49065 -2.63910 -0.00998
C 5.45177 -3.05063 -0.84821
C 4.28793 -2.31398 -0.96141
C 4.17146 -1.13999 -0.22646
C 5.18183 -0.70499 0.61522
C 6.33982 -1.45996 0.71487
S 2.66964 -0.20895 -0.26227
O 2.74581 0.85396 0.75118
C 2.63464 0.51158 -1.87777
C 3.82945 0.96360 -2.47869
C 3.76629 1.59979 -3.67750
C 2.52069 1.79718 -4.32921
C 2.44979 2.44394 -5.58463
C 1.25056 2.61962 -6.21343
C 0.06303 2.15149 -5.61553
C 0.10015 1.52772 -4.40088
C 1.32703 1.33808 -3.72339
C 1.39968 0.71035 -2.44613
C 0.13678 0.15143 -1.84635
C -0.28031 -1.11829 -2.52605
C 0.72408 -2.01212 -2.92920
C 0.41064 -3.21049 -3.54467
C -0.91187 -3.52076 -3.79959
C -1.91124 -2.62626 -3.44141
C -1.61929 -1.42938 -2.81171
C -2.72498 -0.48667 -2.45416
C -1.82042 0.34053 -0.17940
C -0.56456 0.79362 -0.84616
S -0.04423 2.42820 -0.20466
O 1.03201 2.94896 -1.06173
C -1.55621 3.25002 -0.69510
C -2.51124 3.54170 0.26645
C -3.67231 4.20159 -0.10839
C -3.87631 4.58409 -1.42945
C -5.13608 5.28879 -1.84324
C -2.87955 4.31455 -2.36934
C -1.72123 3.65150 -2.01258
H 7.53366 -4.51848 0.05933
H 8.28365 -3.23738 1.02077
H 8.41866 -3.22283 -0.73568
H 5.55161 -3.97422 -1.40522
H 3.47262 -2.66640 -1.57586
H 5.04533 0.20299 1.18944
H 7.13464 -1.13401 1.37423
H 4.77623 0.79196 -1.98405
H 4.66978 1.95360 -4.15769
H 3.36766 2.79789 -6.03738
H 1.20666 3.11577 -7.17372
H -0.88189 2.28755 -6.12543
H -0.81966 1.17426 -3.95355
H 1.76368 -1.76224 -2.77212
H 1.20169 -3.89472 -3.81933
H -1.17281 -4.45349 -4.28116
H -2.94536 -2.86425 -3.65920
H -3.65823 -0.85879 -2.87606
H -2.13324 0.93853 0.67158
H -2.34716 3.27083 1.30438
H -4.42604 4.42585 0.63667
H -5.92880 5.14731 -1.10988
H -5.48591 4.91983 -2.80744
H -4.96422 6.36227 -1.94482
H -3.02171 4.62632 -3.39717
H -0.93369 3.46687 -2.73305
O -7.79177 0.85477 -3.14213
C -7.43095 1.38661 -1.89373
N -6.48923 0.55452 -1.17570
C -5.14975 0.75390 -1.27551
O -4.65366 1.62481 -1.97283
C -4.27931 -0.14010 -0.44874
C -4.66462 -0.64095 0.73312
C -3.79147 -1.50664 1.49290
C -2.54453 -1.73599 1.08183
N -1.96962 -1.11597 -0.05638
C -2.89561 -0.32560 -0.95137
H -7.07595 1.00932 -3.76783
H -8.34669 1.45993 -1.31287
H -6.97332 2.37031 -1.98840
H -6.81670 -0.31919 -0.79831
H -5.65800 -0.43688 1.11258
H -4.17232 -2.03603 2.35490
H -1.90979 -2.48547 1.52835
H -2.56737 0.50786 -2.87676
F -4.24997 -1.90272 6.03712
C -3.16970 -1.57729 5.31497
C -2.96105 -0.24844 4.99676
C -1.84532 0.08129 4.24339
C -0.95732 -0.90354 3.82313
C -1.19327 -2.23477 4.16577
C -2.30394 -2.58086 4.91934
Sb 0.72634 -0.47566 2.60943
C 2.14803 -1.78270 3.44675
C 2.37579 -1.74427 4.82147
C 3.34698 -2.55058 5.39183
C 4.07805 -3.38673 4.56524
F 5.02496 -4.16106 5.11044
C 3.86079 -3.46082 3.20305
C 2.88380 -2.64976 2.64685
C 1.37811 1.40131 3.32835
C 2.67295 1.51173 3.82696
C 3.14123 2.72375 4.30689
C 2.29995 3.81982 4.26943
F 2.74664 4.99408 4.73141
C 1.01415 3.74753 3.77016
C 0.56061 2.52672 3.29592
H -3.65619 0.50212 5.34803
H -1.66935 1.12346 4.01187
H -0.51007 -3.01276 3.84341
H -2.50146 -3.60545 5.20475
H 1.79560 -1.08751 5.46101
H 3.54210 -2.54219 6.45544
H 4.43505 -4.14994 2.59882
H 2.67947 -2.73851 1.58741
H 3.33078 0.65178 3.84694
H 4.14125 2.82909 4.70465
H 0.39399 4.63344 3.75323
H -0.43865 2.47451 2.88346
F 1.63342 -3.55265 -0.31911
B 0.46222 -4.12766 0.27628
F -0.58926 -4.01118 -0.61960
F 0.68431 -5.37207 0.75412
F 0.17337 -3.19465 1.37838

Properties
LUMO (spin up / spin down) ... -2.781 / -5.012 eV
Frontier orbital gap (spin up / spin down) ... 7.93 / 5.93 eV
Spin multiplicity ... 3
Charge ... +1
Expectation value of S² ... 2.01

Mulliken population analysis, charges in e, atoms 1 to 4: atom 1 (Pd): 0.648, atom 2 (C): -1.678, atom 3 (C): 1.000, atom 4 (C): -0.949

What strongest force on any atom values result from the calculations? In sequence: 4.13 0.55 eV/Å.
What calculated total energy values result from the calculations? In sequence: -545.2334 -4574.7178 a.u..
What energy relative to the best compared isomer or geometry (same formula, charge and spin) values result from the calculations? In sequence: 601.5 228.3 kJ/mol.